# C41H42P2PbS

C41H42P2PbS as an isolated structure (the ωB97M-V functional and the def2-TZVPD basis, the Open Molecules 2025 dataset).

Structure (XYZ):
```
87
Properties=species:S:1:pos:R:3:lowdin_charge:R:1
Pb -2.74 0.87 -0.50 1.3625
C -3.31 2.92 -4.09 -0.1002
C -2.05 3.37 -4.01 -0.1221
C -1.77 4.82 -3.87 -0.1784
C -2.60 5.54 -2.76 -0.1633
C -3.03 4.77 -1.54 -0.1308
C -4.13 4.03 -1.61 -0.1420
C -5.10 4.17 -2.76 -0.1736
C -4.45 3.89 -4.11 -0.1946
C -1.26 -0.59 0.76 -0.3536
H -3.56 1.91 -4.47 0.1016
H -1.19 2.76 -4.30 0.0756
H -2.02 5.33 -4.81 0.1233
H -0.70 4.99 -3.74 0.0814
H -2.05 6.46 -2.53 0.1131
H -3.49 5.92 -3.28 0.0903
H -2.63 5.20 -0.60 0.0878
H -4.60 3.54 -0.75 0.0493
H -5.50 5.20 -2.81 0.1241
H -5.94 3.49 -2.55 0.1128
H -5.24 3.59 -4.80 0.1145
H -4.09 4.84 -4.53 0.0923
H -1.96 -0.98 1.52 -0.0398
H -0.47 -0.02 1.32 -0.0687
H -0.81 -1.38 0.08 -0.0194
P 0.13 1.46 -2.30 0.9505
P -1.04 2.76 1.11 0.9899
C -0.12 3.16 -1.61 -0.2998
C -0.65 3.66 -0.42 -0.3361
C 1.62 1.63 -3.39 -0.3734
C 1.95 2.81 -4.09 -0.0954
C 3.10 2.88 -4.88 -0.0856
C 3.95 1.76 -4.98 -0.0841
C 3.62 0.57 -4.32 -0.0690
C 2.50 0.53 -3.50 -0.1028
C -1.25 0.70 -3.47 -0.3207
C -2.65 0.44 -3.13 -0.3516
C -3.42 -0.48 -3.88 -0.1081
C -3.04 -0.78 -5.20 -0.0931
C -1.77 -0.37 -5.65 -0.0646
C -0.88 0.32 -4.79 -0.0993
C -0.20 3.41 2.59 -0.3456
C 1.21 3.30 2.59 -0.0873
C 1.93 3.97 3.58 -0.0838
C 1.27 4.64 4.62 -0.0839
C -0.10 4.45 4.77 -0.0943
C -0.85 3.81 3.77 -0.0838
C -2.85 2.67 1.56 -0.4676
C -3.34 1.37 1.99 -0.2940
C -4.70 1.05 2.10 -0.0995
C -5.61 2.06 1.81 -0.0791
C -5.20 3.33 1.39 -0.0883
C -3.83 3.68 1.42 -0.1089
H 0.36 3.94 -2.27 0.0519
H -0.67 4.78 -0.30 0.0757
H 1.27 3.67 -4.09 0.0809
H 3.36 3.80 -5.40 0.1033
H 4.89 1.83 -5.53 0.1031
H 4.25 -0.32 -4.44 0.1106
H 2.24 -0.38 -2.96 0.0810
H -3.33 1.23 -2.62 -0.0125
H -4.35 -0.87 -3.42 0.1147
H -3.71 -1.40 -5.81 0.1056
H -1.48 -0.63 -6.69 0.1105
H 0.08 0.63 -5.23 0.1053
H 1.69 2.73 1.79 0.0892
H 3.01 3.96 3.53 0.1032
H 1.86 5.23 5.34 0.1070
H -0.58 4.80 5.68 0.1008
H -1.93 3.68 3.91 0.1018
H -2.65 0.62 2.35 0.0739
H -4.98 0.03 2.42 0.1275
H -6.67 1.85 1.92 0.1078
H -5.96 4.03 0.99 0.1240
H -3.52 4.71 1.22 0.1133
S 1.45 0.09 -0.15 0.5443
C 2.19 -1.39 0.11 -0.7545
C 3.15 -1.45 1.16 -0.1586
C 3.63 -2.67 1.60 -0.1207
C 3.24 -3.86 0.95 -0.1343
C 2.41 -3.80 -0.18 -0.1250
C 1.90 -2.57 -0.62 -0.1414
H 3.46 -0.50 1.58 0.0766
H 4.35 -2.70 2.41 0.0925
H 3.66 -4.81 1.28 0.0833
H 2.21 -4.71 -0.74 0.0912
H 1.31 -2.51 -1.53 0.0855
```

As for the HOMO-LUMO gap (alpha / beta): 0.1547 / 0.1548 Ha. Its energy above the lowest of the compared OMol25 structures with the same formula, charge and spin is 121.5 kcal per mole. Its total charge is 0. The calculated total energy is -77847.7332 eV.


# C41H43AsCl3N2O4RhS4Si

C41H43AsCl3N2O4RhS4Si as an isolated structure (the ωB97M-V functional and the def2-TZVPD basis, the Open Molecules 2025 dataset).

Structure (XYZ):
```
100
Properties=species:S:1:pos:R:3:lowdin_spin:R:1
Rh -0.13 -0.20 0.19 2.2532
S -4.19 -2.49 -0.48 0.1299
C -2.94 -1.74 -1.02 0.1053
S -1.35 -0.81 1.93 1.1115
S -1.65 -1.04 -1.57 -0.0164
Cl 6.17 -3.70 3.19 0.0000
C 5.90 -3.36 1.52 0.0000
C 4.80 -3.90 0.88 0.0000
C 4.59 -3.61 -0.46 0.0000
C 5.47 -2.80 -1.18 0.0000
C 5.36 -2.61 -2.68 0.0001
C 3.91 -2.52 -3.21 0.0004
N 3.15 -1.48 -2.57 0.0011
C 3.43 -0.14 -2.52 0.0014
C 2.42 0.44 -1.81 0.0026
N 1.53 -0.52 -1.44 0.0420
C 1.99 -1.65 -1.91 0.0037
O 6.12 -3.58 -3.38 0.0001
C 5.95 -4.94 -3.06 0.0000
C 4.66 -5.53 -3.56 0.0000
C 4.24 -5.44 -4.86 0.0000
Cl 5.09 -4.71 -6.15 0.0000
S 2.69 -6.16 -5.12 0.0000
C 2.61 -6.60 -3.45 0.0000
C 3.70 -6.21 -2.76 0.0000
C 6.56 -2.26 -0.49 0.0000
Cl 7.69 -1.23 -1.29 0.0000
C 6.78 -2.54 0.85 0.0000
H 4.10 -4.52 1.41 0.0000
H 3.73 -4.03 -0.95 0.0000
H 5.86 -1.67 -2.94 0.0000
H 3.38 -3.46 -3.05 0.0000
H 3.97 -2.34 -4.29 0.0000
H 4.30 0.28 -2.98 0.0003
H 2.24 1.47 -1.56 0.0000
H 1.52 -2.61 -1.81 -0.0001
H 6.03 -5.11 -1.98 0.0000
H 6.79 -5.43 -3.56 0.0000
H 1.74 -7.12 -3.09 0.0000
H 3.85 -6.41 -1.72 0.0000
H 7.64 -2.12 1.35 0.0000
C 1.06 -4.22 2.18 0.0051
C 0.61 -3.39 1.01 0.0201
C -0.48 -3.99 0.17 0.0045
O 1.06 -2.27 0.79 0.0446
H 1.39 -5.20 1.85 0.0000
H 0.22 -4.36 2.85 0.0020
H 1.87 -3.73 2.72 0.0000
H -0.53 -5.07 0.27 0.0001
H -0.40 -3.70 -0.87 0.0006
H -1.42 -3.56 0.54 0.0053
O -0.54 1.69 -0.78 0.1244
Si -1.42 2.99 -0.90 0.0135
C -1.18 3.69 -2.66 0.0045
C -0.99 2.86 -3.75 0.0003
C -0.88 3.37 -5.03 0.0000
C -0.95 4.74 -5.23 0.0002
C -1.13 5.59 -4.15 0.0003
C -1.24 5.06 -2.87 0.0010
C -0.99 4.39 0.32 0.0001
C 0.32 4.85 0.42 0.0000
C 0.66 5.87 1.30 0.0000
C -0.32 6.45 2.09 0.0000
C -1.63 6.01 2.00 0.0000
C -1.95 4.99 1.12 0.0001
C -3.29 2.65 -0.74 0.0006
C -4.26 3.41 -1.38 0.0002
C -5.61 3.11 -1.25 0.0001
C -6.00 2.03 -0.48 -0.0001
C -5.05 1.25 0.16 0.0002
C -3.71 1.57 0.02 0.0010
H -0.94 1.79 -3.58 -0.0002
H -0.74 2.70 -5.87 0.0000
H -0.86 5.14 -6.23 0.0000
H -1.18 6.66 -4.30 0.0000
H -1.37 5.72 -2.03 0.0001
H 1.08 4.40 -0.19 0.0000
H 1.68 6.21 1.36 0.0000
H -0.06 7.24 2.78 0.0000
H -2.39 6.46 2.61 0.0000
H -2.98 4.65 1.06 0.0000
H -3.96 4.26 -1.99 0.0000
H -6.35 3.72 -1.75 0.0000
H -7.05 1.80 -0.37 0.0000
H -5.34 0.41 0.76 0.0002
H -2.96 0.98 0.53 0.0056
C 3.40 1.49 3.41 0.0057
As 2.35 0.18 2.40 0.0086
C 3.71 -0.74 1.33 -0.0007
C 1.60 -0.93 3.82 0.0195
O 1.30 1.02 1.50 0.0777
H 4.17 1.00 4.00 0.0008
H 2.73 2.05 4.06 0.0001
H 3.85 2.19 2.70 0.0002
H 4.51 -1.12 1.96 -0.0001
H 4.11 0.00 0.64 0.0001
H 3.25 -1.55 0.77 -0.0001
H 2.38 -1.50 4.31 0.0008
H 0.83 -1.59 3.43 0.0160
H 1.14 -0.25 4.53 0.0016
```

As for the HOMO-LUMO gap (alpha / beta): 0.2453 / 0.2667 Ha. Its energy above the lowest of the compared OMol25 structures with the same formula, charge and spin is 26.7 kcal per mole. Its expectation value of S² is 6.04. Its total charge is 0. The calculated total energy is -207017.4701 eV. As for the spin multiplicity: 5.


# C41H43BN8O5

A 9-piece molecular cluster, C41H43BN8O5 overall (the ωB97M-V functional and the def2-TZVPD basis, the Open Molecules 2025 dataset).

Structure (XYZ):
```
98
Properties=species:S:1:pos:R:3:lowdin_charge:R:1
O 1.68 2.44 -4.62 0.1100
C 1.89 2.07 -5.75 -0.5928
O 3.10 1.81 -6.27 0.1532
O 0.92 1.74 -6.60 0.2307
B -0.38 2.25 -6.29 -0.7502
O -0.54 3.61 -6.26 0.2053
O -1.42 1.39 -6.18 0.2122
H 3.74 2.49 -5.98 0.1124
H -0.88 3.94 -5.43 0.1203
H -1.26 0.60 -5.64 0.0781
C 5.46 5.29 -1.96 -0.0790
C 4.25 4.93 -2.53 -0.0574
C 4.28 4.11 -3.65 -0.1428
N 5.40 3.66 -4.22 0.0474
C 6.55 4.02 -3.66 -0.1602
C 6.63 4.82 -2.54 -0.0729
H 5.49 5.91 -1.08 0.0771
H 3.31 5.26 -2.12 0.1037
H 3.37 3.78 -4.13 0.0713
H 7.45 3.64 -4.14 0.1004
H 7.60 5.08 -2.12 0.0994
C 0.76 -2.80 -4.09 -0.0682
C -0.52 -3.04 -4.58 -0.0622
C -1.47 -2.03 -4.49 -0.1544
N -1.22 -0.84 -3.94 0.0439
C 0.01 -0.63 -3.47 -0.1629
C 1.03 -1.56 -3.52 -0.0579
H 1.52 -3.56 -4.15 0.1063
H -0.78 -3.98 -5.04 0.1008
H -2.47 -2.19 -4.88 0.0823
H 0.18 0.35 -3.03 0.1088
H 2.01 -1.32 -3.13 0.1064
C -6.05 -4.89 -7.29 -0.0804
C -5.43 -3.91 -8.06 -0.0721
C -4.29 -3.30 -7.56 -0.1444
N -3.76 -3.59 -6.37 0.0487
C -4.37 -4.52 -5.64 -0.1484
C -5.51 -5.20 -6.05 -0.0716
H -6.94 -5.39 -7.65 0.1047
H -5.81 -3.64 -9.03 0.1012
H -3.78 -2.54 -8.13 0.1071
H -3.92 -4.73 -4.68 0.1061
H -5.96 -5.95 -5.42 0.1011
C -2.61 -0.48 0.92 -0.0754
C -3.60 -1.29 1.45 -0.0865
C -3.95 -2.45 0.77 -0.1851
N -3.39 -2.82 -0.38 0.0597
C -2.44 -2.03 -0.88 -0.1458
C -2.02 -0.86 -0.27 -0.0635
H -2.31 0.43 1.42 0.1045
H -4.09 -1.04 2.38 0.1005
H -4.72 -3.10 1.16 0.0782
H -2.00 -2.36 -1.81 0.0832
H -1.24 -0.26 -0.73 0.0906
C -9.01 -4.87 3.22 -0.0809
C -8.14 -4.06 3.93 -0.0747
C -7.24 -3.28 3.23 -0.1574
N -7.15 -3.27 1.90 0.0517
C -7.99 -4.04 1.23 -0.1464
C -8.94 -4.86 1.83 -0.0721
H -9.74 -5.49 3.73 0.1048
H -8.17 -4.04 5.02 0.1002
H -6.54 -2.64 3.76 0.1013
H -7.90 -4.01 0.15 0.1069
H -9.59 -5.47 1.23 0.1010
C -2.22 -4.31 5.58 -0.0858
C -0.90 -3.95 5.81 -0.0805
C -0.15 -3.47 4.75 -0.1606
N -0.63 -3.34 3.51 0.0620
C -1.89 -3.70 3.30 -0.1475
C -2.73 -4.19 4.30 -0.0696
H -2.83 -4.69 6.39 0.1026
H -0.46 -4.03 6.80 0.0977
H 0.88 -3.17 4.89 0.1004
H -2.26 -3.59 2.29 0.0834
H -3.75 -4.46 4.07 0.0971
C 5.94 5.61 4.18 -0.0785
C 5.56 6.74 3.48 -0.0704
C 5.35 6.64 2.11 -0.1569
N 5.51 5.50 1.43 0.0473
C 5.89 4.43 2.12 -0.1496
C 6.11 4.43 3.48 -0.0735
H 6.12 5.64 5.25 0.0751
H 5.41 7.69 3.98 0.0996
H 5.05 7.50 1.53 0.1020
H 6.01 3.52 1.54 0.1047
H 6.42 3.52 3.99 0.0948
C 5.63 3.28 9.53 -0.0777
C 5.04 2.88 8.34 -0.0683
C 5.56 3.37 7.15 -0.1495
N 6.59 4.21 7.08 0.0468
C 7.14 4.58 8.23 -0.1459
C 6.71 4.15 9.47 -0.0713
H 5.26 2.91 10.47 0.1059
H 4.20 2.20 8.33 0.1026
H 5.12 3.08 6.20 0.1002
H 7.98 5.27 8.15 0.1056
H 7.20 4.49 10.37 0.1017
```

Its SMILES is O=C(O)OB(O)O.c1ccncc1.c1ccncc1.c1ccncc1.c1ccncc1.c1ccncc1.c1ccncc1.c1ccncc1.c1ccncc1. As for the HOMO-LUMO gap: 0.3628 Ha. Its energy above the lowest of the compared OMol25 structures with the same formula, charge and spin is 0.0 kcal per mole. Its total charge is 0. The calculated total energy is -66052.0476 eV.


# C41H43Cl45I2N2O4

A 16-piece molecular cluster, C41H43Cl45I2N2O4 overall (the ωB97M-V functional and the def2-TZVPD basis, the Open Molecules 2025 dataset).

Structure (XYZ):
```
137
Properties=species:S:1:pos:R:3:lowdin_charge:R:1
C 1.31 6.17 2.11 -0.1235
C 0.96 5.73 1.05 -0.1246
C 0.45 5.13 -0.24 -0.1667
C -0.21 3.74 0.05 -0.1893
C -0.92 3.20 -1.24 -0.1181
C -1.34 1.71 -1.14 -0.1014
C -2.42 1.29 -0.33 -0.1479
C -3.15 2.36 0.49 -0.1153
C -3.28 2.03 2.02 -0.7619
O -4.28 2.30 2.58 0.0586
I -1.57 1.07 2.91 1.0042
C -2.80 -0.08 -0.23 -0.1197
C -3.93 -0.62 0.65 -0.1424
C -5.32 0.05 0.47 -0.1529
N -5.98 -0.25 -0.84 -0.0703
C -5.49 0.65 -1.94 -0.1826
C -4.92 -0.25 -3.10 -0.0593
C -7.37 0.16 -0.61 -0.4718
C -8.52 -0.87 -0.73 0.0109
O -7.67 1.28 -0.29 0.1007
C -2.04 -1.05 -0.98 -0.1962
C -2.28 -2.56 -0.95 -0.5884
I -1.87 -3.41 1.02 0.9207
C -3.64 -3.01 -1.56 -0.2888
C -3.94 -4.53 -1.33 -0.1397
C -1.00 -0.59 -1.77 -0.1341
C -0.60 0.79 -1.89 -0.1074
C 0.62 0.96 -2.81 -0.3353
O 1.39 1.85 -2.91 0.1754
N 0.63 -0.32 -3.54 0.0937
C -0.40 -0.15 -4.50 -0.2509
C -1.24 -0.18 -5.36 -0.2140
C 0.00 -1.33 -2.65 -0.3681
O 0.34 -2.47 -2.70 0.1000
H 1.78 6.55 3.01 -0.0035
H -0.37 5.80 -0.56 0.1219
H 1.25 5.04 -0.99 0.1214
H 0.53 3.02 0.44 0.0844
H -0.91 3.91 0.89 0.0947
H -1.78 3.83 -1.54 0.1319
H -0.19 3.29 -2.06 0.1067
H -4.15 2.49 0.03 0.1178
H -2.68 3.36 0.45 0.1035
H -3.62 -0.52 1.71 0.0637
H -4.09 -1.70 0.50 0.0601
H -5.35 1.14 0.65 0.0907
H -5.98 -0.40 1.24 0.1415
H -4.76 1.40 -1.60 0.0979
H -6.35 1.18 -2.40 0.1169
H -5.42 -1.23 -3.02 0.0676
H -3.84 -0.39 -2.95 0.0508
H -5.18 0.23 -4.06 0.0717
H -9.47 -0.33 -0.60 0.0833
H -8.53 -1.29 -1.75 0.0822
H -8.48 -1.63 0.07 0.0846
H -1.50 -3.02 -1.59 0.0665
H -4.48 -2.35 -1.30 0.0767
H -3.52 -2.90 -2.66 0.1164
H -4.66 -4.82 -2.12 0.0762
H -4.36 -4.69 -0.32 0.0486
H -3.02 -5.11 -1.50 0.0729
H -2.04 -0.39 -6.04 0.0387
C -0.03 -3.83 -6.93 -1.5158
Cl 1.54 -3.57 -7.70 0.5195
Cl -0.02 -5.34 -6.00 0.5152
Cl -0.44 -2.46 -5.89 0.6996
H -0.78 -3.91 -7.70 -0.0214
C 1.89 0.30 1.56 -1.5075
Cl 2.82 -1.03 2.27 0.5524
Cl 2.97 1.53 0.90 0.5603
Cl 0.80 -0.29 0.29 0.6912
H 1.28 0.74 2.34 -0.0725
C 3.21 2.28 4.42 -1.5381
Cl 4.92 2.18 4.03 0.5111
Cl 2.97 2.33 6.17 0.5555
Cl 2.47 3.69 3.65 0.5498
H 2.72 1.39 4.04 -0.0320
C 2.93 -3.91 -0.87 -1.5233
Cl 4.03 -4.94 0.05 0.5271
Cl 1.36 -3.80 -0.05 0.4638
Cl 3.63 -2.31 -1.12 0.5234
H 2.77 -4.37 -1.84 0.0160
C 0.51 -7.61 -8.95 -1.5316
Cl -0.57 -8.87 -8.35 0.5369
Cl 1.30 -8.12 -10.44 0.5465
Cl -0.38 -6.10 -9.19 0.5401
H 1.27 -7.43 -8.20 0.0118
C -2.84 -0.80 6.25 -1.5534
Cl -3.32 -1.03 7.93 0.5035
Cl -1.10 -1.04 6.06 0.4899
Cl -3.74 -1.88 5.19 0.5083
H -3.08 0.23 5.97 -0.0009
C 0.41 1.27 -8.76 -1.4933
Cl 0.30 -0.30 -9.57 0.5241
Cl -0.26 2.55 -9.78 0.5211
Cl -0.43 1.20 -7.19 0.6575
H 1.45 1.49 -8.58 0.0172
C 3.75 5.53 8.22 -1.5620
Cl 2.69 6.92 7.94 0.5164
Cl 5.44 5.98 8.01 0.5215
Cl 3.47 4.85 9.83 0.5184
H 3.50 4.77 7.49 -0.0471
C -5.33 -3.59 10.41 -1.5260
Cl -5.24 -3.89 8.68 0.5117
Cl -4.45 -4.84 11.30 0.5262
Cl -4.70 -1.99 10.82 0.4637
H -6.37 -3.63 10.71 0.0136
C 8.30 2.28 1.36 -1.5367
Cl 7.25 3.68 1.11 0.5250
Cl 9.99 2.73 1.14 0.5097
Cl 8.04 1.60 2.97 0.4999
H 8.05 1.53 0.63 0.0144
C -4.92 1.98 12.46 -1.5362
Cl -6.60 1.53 12.71 0.5244
Cl -4.03 1.94 13.98 0.5280
Cl -4.16 0.92 11.27 0.4848
H -4.89 2.99 12.07 0.0129
C 0.99 10.49 2.35 -1.5179
Cl 1.01 8.72 2.34 0.6220
Cl 0.08 11.11 0.96 0.5195
Cl 0.30 11.10 3.86 0.5182
H 2.01 10.85 2.28 0.0131
C 13.81 0.59 1.43 -1.5331
Cl 14.38 -0.57 0.22 0.5182
Cl 14.09 2.24 0.87 0.5229
Cl 12.10 0.33 1.78 0.4712
H 14.38 0.43 2.34 0.0155
C 10.19 -3.36 2.01 -1.5373
Cl 9.16 -1.95 1.75 0.5043
Cl 11.89 -2.94 1.78 0.4998
Cl 9.92 -4.04 3.62 0.5269
H 9.92 -4.11 1.27 0.0132
C 3.32 -7.55 -13.47 -1.5720
Cl 3.23 -6.38 -14.79 0.5250
Cl 3.71 -9.16 -14.09 0.5222
Cl 4.50 -7.04 -12.26 0.5121
H 2.35 -7.60 -12.99 -0.0374
```

As for the HOMO-LUMO gap: 0.3121 Ha. Its total charge is 0. The calculated total energy is -634087.4739 eV.